{"formula": "CHBrCl2S", "method": "ωB97M-V/def2-TZVPD", "relative_energy_kcal_mol": 62.87, "lumo_ev": [-0.689, -2.497], "largest_force_ha_per_bohr": 0.043, "species": ["C", "S", "Cl", "Cl", "Br", "H"], "xyz": [[-0.441, -1.530, 0.117], [0.268, 3.424, -0.099], [-1.487, -0.200, -0.029], [0.051, -1.965, 1.686], [0.654, -2.130, -1.262], [0.955, 2.401, -0.412]]}